# C41H42As2I2N3OPd

C41H42As2I2N3OPd as an isolated structure (the ωB97M-V functional and the def2-TZVPD basis, the Open Molecules 2025 dataset).

Properties
Orbital gap   6.0 eV
HOMO energy   -3.7 eV
Multiplicity   1
Strongest force on any atom   0.80 eV/Å
Net charge   -1
LUMO   2.28 eV
Calculated total energy   -7021.9393 Ha

```
92
Properties=species:S:1:pos:R:3:forces:R:3:lowdin_charge:R:1
Pd -0.7564 -0.1906 -0.6639 0.5 0.6 0.1 0.40
I -3.4774 2.2095 3.9633 -0.1 0.0 0.0 0.86
C -1.9070 0.8400 4.0771 0.1 0.2 0.2 -0.65
C -1.1434 0.7967 5.2420 0.1 -0.2 -0.1 -0.26
C -0.0747 -0.0617 5.3446 0.1 0.1 0.2 -0.68
I 1.0483 -0.0236 7.1265 -0.1 0.0 -0.1 0.82
C 0.2593 -0.9263 4.2751 -0.1 -0.1 0.0 -0.24
C 1.3233 -1.8572 4.2905 0.1 -0.1 -0.1 -0.08
C 1.5460 -2.6629 3.2085 -0.1 0.1 0.1 -0.06
C 0.6807 -2.5584 2.1039 0.0 0.0 0.0 -0.16
N -0.3048 -1.7038 2.0517 -0.1 0.0 0.0 0.10
C -0.5253 -0.8715 3.0911 0.1 -0.2 0.0 -0.16
C -1.6247 0.0895 2.9122 -0.1 0.1 -0.2 -0.51
O -2.2135 0.2391 1.8172 0.0 -0.2 0.1 -0.13
H -1.3942 1.4532 6.0641 0.0 0.0 0.0 0.07
H 1.9761 -1.9156 5.1518 0.0 0.0 0.0 0.06
H 2.3705 -3.3648 3.2063 0.0 0.0 0.0 0.10
H 0.8033 -3.1931 1.2304 0.1 0.0 0.0 0.08
C 2.4580 1.4729 -0.9839 -0.2 -0.2 0.1 -0.44
C 1.6653 2.2070 -2.0631 0.1 -0.1 0.1 -0.46
As 0.5492 1.0733 -3.2411 0.1 -0.1 -0.1 1.25
C -1.1794 1.0359 -2.3795 -0.2 -0.1 -0.1 -0.60
C -1.4855 1.8011 -1.2240 -0.1 -0.1 0.0 -0.27
C -2.8455 1.9315 -0.8225 0.0 0.0 0.0 -0.10
C -3.8525 1.3710 -1.5605 0.0 0.0 0.0 -0.12
C -3.5569 0.6408 -2.7325 0.0 0.0 0.0 -0.14
C -2.2542 0.4575 -3.1188 -0.1 0.0 0.1 -0.17
C 0.2213 2.5420 -4.5209 0.1 0.0 0.0 -0.40
C -0.8848 3.3816 -4.4561 0.0 0.1 -0.1 -0.09
C -1.0338 4.4211 -5.3698 0.0 0.0 0.1 -0.09
C -0.0818 4.6334 -6.3543 0.1 0.0 0.0 -0.11
C 1.0242 3.7956 -6.4325 0.0 0.0 0.0 -0.11
C 1.1667 2.7560 -5.5249 -0.1 0.0 0.0 -0.15
As 1.3202 0.9046 0.5570 -0.1 0.1 -0.4 1.30
C 0.9516 2.7290 1.1916 0.0 0.0 0.3 -0.38
C -0.3185 3.0257 1.6865 0.1 -0.1 -0.1 -0.11
C -0.6127 4.3056 2.1461 0.0 -0.1 0.0 -0.09
C 0.3604 5.2927 2.1254 0.0 0.0 0.0 -0.10
C 1.6346 4.9998 1.6588 0.1 0.0 0.0 -0.10
C 1.9287 3.7229 1.2031 0.0 0.0 0.0 -0.12
C 2.7990 0.4895 1.7827 -0.1 0.1 0.1 -0.38
C 2.7870 0.9523 3.0974 0.0 0.0 0.0 -0.11
C 3.7625 0.5484 3.9993 0.0 0.0 -0.1 -0.10
C 4.7596 -0.3310 3.5978 0.0 0.0 0.0 -0.10
C 4.7763 -0.8024 2.2915 0.0 0.0 0.0 -0.11
C 3.7987 -0.3972 1.3937 0.0 0.0 0.0 -0.13
H 3.2539 2.1033 -0.5817 0.0 0.0 -0.1 0.05
H 2.9215 0.5778 -1.4045 0.0 0.0 0.1 0.04
H 2.3548 2.6617 -2.7796 0.0 0.0 0.0 0.06
H 1.0753 3.0208 -1.6363 0.0 0.0 -0.1 0.06
H -0.7675 2.5063 -0.8374 0.0 0.1 0.1 0.05
H -3.0777 2.4783 0.0840 0.0 0.0 0.0 0.09
H -4.8812 1.4783 -1.2375 0.0 0.0 0.0 0.09
H -4.3610 0.2012 -3.3114 0.0 0.0 0.0 0.09
H -2.0291 -0.1334 -4.0011 0.0 0.0 0.0 0.09
H -1.6387 3.2289 -3.6921 0.0 0.0 0.0 0.10
H -1.8989 5.0706 -5.3071 0.0 0.0 0.0 0.10
H -0.2019 5.4469 -7.0596 0.0 0.0 0.0 0.09
H 1.7710 3.9489 -7.2028 0.0 0.0 0.0 0.09
H 2.0257 2.0965 -5.6016 0.0 0.0 0.0 0.09
H -1.0788 2.2492 1.6979 0.0 0.0 0.0 0.06
H -1.6028 4.5152 2.5295 0.0 0.0 0.0 0.07
H 0.1302 6.2900 2.4817 0.0 0.0 0.0 0.09
H 2.4054 5.7616 1.6562 0.0 0.0 0.0 0.09
H 2.9340 3.4972 0.8634 0.0 0.1 0.0 0.09
H 2.0016 1.6257 3.4243 0.0 0.0 0.0 0.11
H 3.7294 0.9076 5.0202 0.0 0.0 0.0 0.08
H 5.5184 -0.6544 4.3000 0.0 0.0 0.0 0.09
H 5.5484 -1.4927 1.9719 0.0 0.0 0.0 0.09
H 3.8092 -0.7896 0.3819 0.0 0.0 0.0 0.09
C 0.7228 -5.3526 -1.2964 0.0 0.0 0.0 -0.07
C -0.5090 -5.0121 -2.1322 -0.1 0.0 0.0 -0.22
N -1.6116 -4.4590 -1.3628 0.0 0.0 0.0 -0.10
C -2.7631 -5.3185 -1.1423 0.0 0.0 0.0 -0.23
C -2.5636 -6.3289 -0.0192 0.0 0.0 0.0 -0.08
C -1.5445 -3.1704 -0.8821 0.0 0.0 0.0 -0.41
C -2.6684 -2.6719 -0.0190 0.1 0.0 0.0 -0.02
N -0.5788 -2.3580 -1.1359 -0.2 -0.2 0.0 0.07
H 1.5298 -5.7209 -1.9330 0.0 0.0 0.0 0.07
H 0.4861 -6.1222 -0.5615 0.0 0.0 0.0 0.06
H 1.0876 -4.4791 -0.7576 0.0 0.0 0.0 0.05
H -0.8796 -5.9151 -2.6201 0.0 0.0 0.0 0.11
H -0.2445 -4.3217 -2.9402 0.0 0.0 0.0 0.11
H -2.9749 -5.8467 -2.0771 0.0 0.0 0.0 0.11
H -3.6319 -4.6968 -0.9424 0.0 0.0 0.0 0.10
H -1.7268 -6.9939 -0.2404 0.0 0.0 0.0 0.06
H -3.4565 -6.9439 0.1120 0.0 0.0 0.0 0.07
H -2.3510 -5.8231 0.9239 0.0 0.0 0.0 0.08
H -3.4992 -2.3219 -0.6373 0.0 0.0 0.0 0.09
H -2.2978 -1.8256 0.5609 -0.1 0.0 0.0 0.03
H -3.0333 -3.4380 0.6657 0.0 0.0 0.0 0.08
H 0.1236 -2.7348 -1.7599 0.0 0.0 0.0 0.04
```
Positions in Å, forces in eV/Å.

# C41H42Cl4F4N6ORhSSi

C41H42Cl4F4N6ORhSSi as an isolated structure in a non-equilibrium geometry (the ωB97M-V functional and the def2-TZVPD basis, the Open Molecules 2025 dataset).

Properties
Orbital gap (alpha / beta)   5.0 / 5.0 eV
HOMO energy (alpha / beta)   -11.0 / -11.0 eV
Multiplicity   1
Strongest force on any atom   1.28 eV/Å
Net charge   +1
LUMO (alpha / beta)   -5.92 / -5.92 eV
Calculated total energy   -5029.4194 Ha

```
101
Properties=species:S:1:pos:R:3:forces:R:3:lowdin_charge:R:1
Rh 0.5440 -1.8569 -0.1626 -0.9 0.6 -0.3 0.71
C -1.6166 -3.9050 -2.6744 0.0 0.0 0.0 -0.10
C -0.1704 -4.3670 -2.4395 0.0 0.1 0.1 -0.60
C 0.2558 -5.2117 -3.6548 0.0 0.0 0.0 -0.08
C -0.2100 -5.2772 -1.2027 0.0 0.0 -0.1 -0.10
Si 1.0513 -2.8833 -2.2372 -0.2 0.1 0.1 0.81
C 0.6019 -1.4067 -3.4016 0.1 0.0 0.0 -0.60
C 0.3506 -1.8554 -4.8504 0.0 0.1 0.0 -0.08
C 1.7115 -0.3447 -3.4495 0.0 0.0 0.0 -0.10
C -0.6704 -0.7169 -2.8730 0.0 -0.1 0.0 -0.10
C 2.9121 -3.3711 -2.2861 -0.1 0.0 0.1 -0.60
C 3.3812 -3.5387 -3.7422 0.0 0.0 0.1 -0.08
C 3.7803 -2.2969 -1.6061 0.0 -0.1 -0.1 -0.09
C 3.1857 -4.7042 -1.5710 0.0 0.1 -0.1 -0.09
H -2.2615 -4.7876 -2.6980 0.0 0.0 0.0 0.09
H -1.7475 -3.3946 -3.6240 0.0 0.0 -0.1 0.06
H -1.9829 -3.2588 -1.8786 0.0 0.0 0.0 0.05
H -0.5097 -5.9703 -3.8404 0.0 0.0 0.0 0.10
H 1.1932 -5.7383 -3.4926 0.1 0.0 0.0 0.07
H 0.3516 -4.6222 -4.5648 0.0 0.0 -0.1 0.07
H -0.8544 -6.1343 -1.4159 0.0 0.0 0.0 0.09
H -0.6413 -4.7637 -0.3443 0.0 0.0 0.1 0.05
H 0.7638 -5.6680 -0.9243 0.1 0.0 0.0 0.06
H 1.2229 -2.3400 -5.2871 0.1 0.0 0.0 0.08
H 0.1284 -0.9771 -5.4636 0.0 0.0 0.0 0.09
H -0.4923 -2.5334 -4.9450 -0.1 -0.1 0.0 0.06
H 2.6182 -0.7137 -3.9192 0.1 0.0 0.0 0.07
H 1.9729 0.0392 -2.4652 0.0 0.0 0.0 0.04
H 1.3625 0.4970 -4.0554 0.0 0.0 0.0 0.09
H -1.5700 -1.3000 -3.0493 0.0 0.0 0.0 0.07
H -0.7993 0.2483 -3.3731 0.0 0.0 0.0 0.09
H -0.6361 -0.5044 -1.7940 0.0 0.0 0.1 0.03
H 3.3055 -2.6221 -4.3206 0.0 0.1 0.0 0.06
H 2.8324 -4.3177 -4.2676 0.0 -0.1 0.0 0.07
H 4.4352 -3.8306 -3.7379 0.0 0.0 0.0 0.10
H 3.7993 -1.3623 -2.1587 0.0 0.1 0.0 0.07
H 4.8097 -2.6591 -1.5386 0.0 0.0 0.0 0.09
H 3.4479 -2.0721 -0.5921 0.0 0.0 0.0 0.04
H 2.6872 -5.5439 -2.0466 -0.1 -0.1 0.0 0.07
H 2.8980 -4.6943 -0.5239 0.0 0.0 0.1 0.06
H 4.2593 -4.9062 -1.6078 0.0 0.0 0.0 0.09
Cl 1.1069 -2.6061 2.7382 -0.1 0.1 0.1 0.55
C 1.4353 -3.1645 1.0678 -0.1 0.6 -0.3 -0.67
H 1.0035 -4.1554 0.9634 0.0 0.0 0.0 0.00
H 2.5145 -3.1786 0.9448 0.0 0.0 0.1 0.00
Cl -4.6235 2.6162 -2.6412 0.0 0.0 0.0 0.71
C -3.2247 3.1224 -1.7612 0.0 0.0 0.0 -0.66
C -2.1414 3.6659 -2.4377 0.0 0.0 0.0 -0.09
C -1.0298 4.0533 -1.7142 0.0 -0.1 0.1 -0.04
C -0.9559 3.9039 -0.3290 0.0 -0.1 0.0 -0.22
C 0.2902 4.3598 0.4017 -0.1 -0.3 -0.1 -0.30
C 1.5692 3.7362 -0.1654 -0.1 0.0 -0.2 -0.04
N 1.7112 2.3162 0.1196 -0.2 -0.1 0.0 -0.03
C 2.6011 1.7367 0.9892 0.1 0.1 -0.1 -0.02
C 2.4459 0.3973 0.8539 -0.1 0.0 0.0 -0.12
N 1.4531 0.1472 -0.0722 0.9 -0.8 0.4 -0.03
C 1.0311 1.3274 -0.4831 0.0 -0.1 -0.2 -0.14
O 0.4419 5.7482 0.2307 0.2 0.2 0.0 -0.10
C 0.3557 6.4524 1.4570 0.0 0.2 0.1 -0.14
C -0.9875 6.3181 2.1133 0.0 0.2 0.2 -0.35
C -2.1991 6.4759 1.5093 -0.1 0.2 0.0 -0.98
Cl -2.5160 6.8990 -0.1228 0.0 0.0 0.0 0.73
S -3.5112 6.2578 2.5875 -0.1 0.2 0.1 0.99
C -2.4464 5.9629 3.8915 0.0 0.1 -0.1 -0.43
C -1.1459 6.0243 3.5010 0.0 0.0 0.0 -0.17
C -2.0786 3.4001 0.3126 -0.1 -0.1 0.1 -0.55
Cl -2.1585 3.3312 2.0520 0.1 -0.7 -0.2 0.80
C -3.2100 3.0000 -0.3842 0.0 0.0 0.0 -0.12
H -2.1791 3.7920 -3.5096 0.0 0.0 0.0 0.11
H -0.2028 4.5144 -2.2385 0.0 0.0 0.0 0.13
H 0.1950 4.1046 1.4613 0.1 0.0 0.0 0.12
H 2.4393 4.2569 0.2303 -0.1 0.0 0.1 0.15
H 1.5798 3.8592 -1.2481 0.1 0.1 0.0 0.13
H 3.2643 2.3206 1.5999 0.1 0.0 0.0 0.13
H 2.9729 -0.3939 1.3556 0.0 0.0 0.0 0.10
H 0.2730 1.5048 -1.2264 0.0 0.0 0.0 0.13
H 0.5905 7.4909 1.2212 -0.1 0.0 0.0 0.14
H 1.1171 6.0823 2.1526 0.1 0.1 0.0 0.13
H -2.8341 5.7702 4.8759 0.0 0.0 0.1 0.07
H -0.3130 5.8678 4.1741 0.0 0.0 0.0 0.11
H -4.0712 2.6186 0.1429 0.0 0.0 0.0 0.11
F -0.9656 -0.1596 1.8653 0.0 0.5 1.1 0.06
C -1.3275 -0.1970 3.1661 0.4 0.4 -0.3 -0.16
C -0.7981 0.6900 4.0295 0.1 0.1 -0.5 -0.14
F 0.1242 1.5477 3.5906 -0.4 -0.4 0.2 0.11
C -1.2241 0.7733 5.4212 0.0 0.1 0.1 0.00
C -2.2522 -0.1950 5.7948 -0.1 -0.2 0.1 -0.11
C -2.7469 -1.1092 4.9361 -0.1 0.0 0.3 -0.12
F -3.6553 -1.9801 5.3697 0.3 0.3 -0.3 0.15
C -2.2965 -1.1995 3.5591 0.0 0.1 0.1 -0.01
C -2.6988 -2.1542 2.6770 -0.3 -0.2 0.0 -0.11
C -2.0619 -2.2496 1.4076 -0.1 -0.2 -0.5 -0.10
N -1.4989 -2.3218 0.4076 0.4 -0.9 0.1 0.16
C -3.6945 -3.1634 2.9032 0.2 0.3 0.1 -0.15
N -4.4906 -3.9857 2.9781 -0.1 -0.1 0.1 0.22
F -2.6997 -0.1846 7.0438 0.2 0.0 -0.4 0.15
C -0.7234 1.6939 6.2928 -0.1 -0.1 -0.1 -0.10
C 0.2683 2.6687 5.9289 -0.1 0.0 -0.1 -0.15
N 1.0306 3.4867 5.6669 0.0 0.0 0.0 0.22
C -1.1379 1.8071 7.6625 0.0 0.0 -0.1 -0.15
N -1.4139 1.9621 8.7653 0.0 0.0 0.1 0.23
```
Positions in Å, forces in eV/Å.